(1)
# C3O4

A cluster of 2 separate species, C3O4 in total (ωB97M-V/def2-TZVPD, the OMol25 dataset).

Results
ΔE to the lowest compared entry with this formula, charge and spin: 2.534 eV
LUMO: -1.577 eV
E: -11298.3433 eV
HOMO energy: -9.05 eV
Strongest force on any atom: 6.8 eV/Å
Structure (SMILES): O=C=C=O.O=C=O

Cartesian coordinates (Å):
O (-3.4654, 0.4716, 0.9931)
C (-2.5238, 0.4393, 0.2886)
C (-1.2504, -0.0876, 0.1387)
O (-0.3375, -0.0597, -0.5501)
O (2.8665, 0.0437, -1.3281)
C (2.6287, -0.2238, -0.2820)
O (2.3845, -0.5419, 0.7839)

Löwdin atomic charges, in units of e: 0.135 -0.123 -0.141 0.162 0.262 -0.508 0.213


(2)
# C9H14

A cluster of 2 separate species, C9H14 in total (ωB97M-V/def2-TZVPD, the OMol25 dataset).

Results
Multiplicity: 2
ΔE to the lowest compared entry with this formula, charge and spin: 1.779 eV
LUMO (spin up / spin down): 3.980 / 3.761 eV
E: -9557.0185 eV
HOMO energy (spin up / spin down): 1.06 / -4.07 eV
Strongest force on any atom: 5.5 eV/Å
Net charge: -1

Cartesian coordinates (Å):
C (-3.4373, -0.1319, 1.3579)
C (-2.5505, 0.4944, 0.3373)
H (-4.3100, -0.4246, 0.8248)
H (-3.2013, -1.1437, 1.7444)
H (-3.6818, 0.7476, 2.0937)
H (-2.1324, -0.3497, -0.4530)
H (-3.0041, 1.3170, -0.3137)
H (-1.6412, 0.9932, 0.7396)
C (1.0327, -0.8231, -2.4127)
C (2.1142, 1.5320, 0.3705)
C (1.6590, 0.9806, -0.8578)
C (2.2933, 0.6341, 1.4488)
C (1.3360, -0.3801, -1.0701)
C (1.8517, -0.6943, 1.3256)
C (1.3021, -1.1800, 0.1191)
H (2.3604, 2.5254, 0.4663)
H (1.7858, 1.6224, -1.7344)
H (2.8659, 1.0191, 2.2601)
H (2.0724, -1.4226, 2.1948)
H (0.3860, -1.7582, -2.2814)
H (1.8235, -1.1320, -2.9938)
H (0.8597, -2.1901, -0.0675)
H (0.2157, -0.2355, -3.0985)

Here are the Löwdin charges for atoms 1 to 8, given in e: -0.250 -0.264 0.023 0.058 0.095 0.105 0.063 0.051


(3)
# C18H11N4O6Pt

A structure of composition C18H11N4O6Pt (ωB97M-V/def2-TZVPD, the OMol25 dataset).

Results
ΔE to the lowest compared entry with this formula, charge and spin: 1.203 eV
LUMO (spin up / spin down): -6.185 / -6.147 eV
E: -40324.6509 eV
HOMO energy (spin up / spin down): -11.29 / -11.29 eV
Strongest force on any atom: 0.5 eV/Å
Net charge: +1

Cartesian coordinates (Å):
Pt (0.2210, 1.1974, -0.8282)
O (-0.6130, -3.6206, 3.2302)
C (-0.5721, -2.8012, 2.3729)
C (-1.5988, -1.6566, 2.1619)
O (-2.5696, -1.4367, 2.8082)
C (-1.1221, -0.8298, 0.9486)
C (0.1849, -1.4560, 0.4261)
O (0.8265, -0.9987, -0.4832)
C (0.5059, -2.7120, 1.2610)
O (1.4229, -3.4426, 1.0845)
O (-1.6306, 0.1435, 0.4660)
N (-2.7574, 0.8135, -10.2561)
C (-2.4041, 0.8547, -9.1642)
C (-1.9621, 0.9069, -7.7966)
C (-2.7031, 1.6265, -6.8602)
C (-2.2797, 1.6756, -5.5480)
C (-1.1110, 1.0078, -5.1616)
C (-0.3717, 0.2919, -6.1112)
C (-0.7973, 0.2383, -7.4226)
C (-0.6803, 1.0477, -3.8087)
C (-0.3249, 1.0996, -2.6423)
H (-3.6038, 2.1379, -7.1694)
H (-2.8448, 2.2265, -4.8093)
H (0.5313, -0.2179, -5.8056)
H (-0.2359, -0.3139, -8.1631)
C (2.9081, 4.0323, 3.1612)
N (2.0855, 2.9572, 2.6311)
C (1.8331, 1.7133, 3.3276)
C (1.1030, 0.9167, 2.2700)
O (0.6561, -0.2085, 2.4735)
N (1.0138, 1.6592, 1.1270)
C (1.6385, 2.8433, 1.3871)
N (1.7815, 3.7810, 0.4651)
H (2.8161, 4.0353, 4.2441)
H (2.5496, 4.9967, 2.8044)
H (3.9568, 3.9024, 2.8909)
H (1.2024, 1.8513, 4.2073)
H (2.7530, 1.2045, 3.6229)
H (1.4032, 3.6322, -0.4569)
H (2.2386, 4.6544, 0.6621)

Here are the Löwdin charges for atoms 1 to 8, given in e: 1.087 0.241 -0.213 -0.218 0.241 -0.245 -0.225 0.089


(4)
# C3H8O2

A cluster of 2 separate species, C3H8O2 in total (ωB97M-V/def2-TZVPD, the OMol25 dataset).

Results
ΔE to the lowest compared entry with this formula, charge and spin: 2.317 eV
LUMO: 0.678 eV
E: -7333.7332 eV
HOMO energy: -9.94 eV
Strongest force on any atom: 0.8 eV/Å
Structure (SMILES): C[C@@H](O)C=O.[H][H]

Cartesian coordinates (Å):
C (0.5197, -1.2671, -0.6587)
C (0.0691, 0.1726, -0.5166)
O (-0.8395, 0.4891, -1.5547)
C (-0.7675, 0.4685, 0.7282)
O (-1.2433, 1.5717, 0.8878)
H (-0.3244, -1.9531, -0.5338)
H (1.2964, -1.5192, 0.0729)
H (0.9408, -1.4174, -1.6572)
H (0.9479, 0.8408, -0.5475)
H (-1.2389, 1.3262, -1.2647)
H (-1.0167, -0.3762, 1.4010)
H (1.0240, 0.5360, 1.9405)
H (0.6317, 1.1647, 1.9755)

Here are the Löwdin charges for atoms 1 to 8, given in e: -0.048 -0.441 -0.027 -0.312 0.011 0.086 0.081 0.086


(5)
# C53H119N5O9

A cluster of 9 separate species, C53H119N5O9 in total (ωB97M-V/def2-TZVPD, the OMol25 dataset).

Results
ΔE to the lowest compared entry with this formula, charge and spin: 2.783 eV
LUMO: 0.255 eV
E: -82759.2191 eV
HOMO energy: -7.98 eV
Strongest force on any atom: 2.8 eV/Å
Structure (SMILES): CC1(C)CCCC(C)(C)N1O.CC1(C)CCCC(C)(C)N1O.CC1(C)CCCC(C)(C)N1O.CC1(C)CCCC(C)(C)N1O.CC1(C)CCCC(C)(C)N1O.CCO.CCO.CCO.CCO

Cartesian coordinates (Å):
C (-14.4319, -13.9560, -19.3629)
C (-14.2044, -13.9066, -17.8304)
C (-14.0248, -12.4733, -17.3901)
C (-15.5147, -14.5251, -17.2453)
C (-15.3644, -14.8911, -15.8076)
C (-14.1767, -15.8271, -15.6108)
C (-12.8084, -15.2625, -16.0971)
C (-12.2007, -14.3232, -15.0164)
C (-11.9100, -16.5058, -16.2260)
N (-13.0487, -14.7217, -17.4308)
O (-11.8809, -14.3945, -18.1417)
H (-14.5433, -14.9835, -19.6959)
H (-15.3681, -13.4327, -19.5861)
H (-13.7151, -13.3069, -19.8668)
H (-13.4654, -11.8453, -18.0887)
H (-14.9575, -11.9432, -17.1828)
H (-13.4559, -12.4257, -16.4550)
H (-16.2353, -13.7012, -17.2896)
H (-15.9174, -15.3124, -17.8850)
H (-15.2487, -13.9173, -15.3095)
H (-16.2782, -15.2688, -15.3425)
H (-14.3453, -16.7735, -16.1271)
H (-14.1356, -16.0918, -14.5502)
H (-11.4817, -13.7228, -15.5879)
H (-11.7035, -14.8697, -14.2195)
H (-12.8491, -13.5833, -14.5420)
H (-10.9852, -16.2598, -16.7531)
H (-12.3499, -17.3776, -16.7084)
H (-11.5661, -16.8781, -15.2568)
H (-11.5017, -13.6245, -17.6742)
C (-14.5752, -10.8153, -13.4425)
C (-13.5155, -9.7338, -13.3574)
C (-12.1337, -10.4372, -13.2785)
C (-13.5874, -8.9498, -14.6750)
C (-12.7710, -7.6623, -14.5865)
C (-13.1408, -6.8211, -13.3489)
C (-13.1226, -7.5879, -11.9992)
C (-11.6599, -7.7121, -11.5280)
C (-13.8821, -6.6452, -11.0579)
N (-13.8272, -8.8414, -12.2408)
O (-13.9647, -9.5642, -11.0234)
H (-14.3631, -11.4046, -14.3391)
H (-14.6150, -11.5244, -12.6142)
H (-15.5786, -10.4036, -13.5677)
H (-12.0262, -11.0223, -12.3634)
H (-12.0525, -11.0532, -14.1762)
H (-11.2357, -9.8197, -13.2630)
H (-12.9530, -9.4745, -15.3972)
H (-14.5464, -8.6550, -15.0970)
H (-11.6908, -7.8114, -14.5089)
H (-12.9814, -7.1333, -15.5199)
H (-14.0720, -6.2743, -13.5280)
H (-12.4258, -6.0071, -13.1851)
H (-10.9346, -8.2004, -12.1796)
H (-11.6153, -8.4230, -10.6948)
H (-11.2456, -6.7580, -11.2067)
H (-13.7796, -6.9474, -10.0119)
H (-14.9355, -6.4836, -11.2835)
H (-13.4200, -5.6558, -11.0757)
H (-14.8753, -9.3788, -10.7669)
C (-13.1507, -15.2859, -11.0286)
C (-13.3421, -14.8430, -9.6006)
C (-11.9710, -14.2211, -9.1753)
C (-14.3045, -13.6283, -9.4769)
C (-15.7301, -14.0820, -9.7704)
C (-16.1376, -15.0260, -8.6417)
C (-15.1765, -16.2021, -8.4832)
C (-15.3386, -16.8520, -7.0699)
C (-15.6365, -17.3090, -9.4606)
N (-13.7596, -15.8423, -8.6500)
O (-12.8982, -16.9523, -8.6011)
H (-13.9737, -15.8979, -11.4150)
H (-13.1510, -14.4669, -11.7524)
H (-12.2448, -15.8834, -11.1218)
H (-11.1068, -14.6911, -9.6565)
H (-11.8842, -13.1475, -9.3406)
H (-11.6779, -14.3802, -8.1307)
H (-14.2905, -13.2604, -8.4489)
H (-14.1259, -12.7621, -10.1172)
H (-16.4268, -13.2405, -9.8467)
H (-15.8899, -14.5434, -10.7508)
H (-17.1364, -15.4446, -8.8137)
H (-16.3833, -14.4365, -7.7521)
H (-15.5646, -17.9163, -7.1267)
H (-16.2320, -16.4156, -6.6150)
H (-14.4946, -16.7022, -6.3984)
H (-14.9292, -18.1335, -9.4845)
H (-15.6378, -16.8273, -10.4451)
H (-16.6671, -17.5823, -9.2480)
H (-12.5294, -16.9042, -7.7114)
C (-13.3084, -2.7194, -11.1036)
C (-12.8735, -1.3153, -10.6703)
C (-11.3927, -1.1771, -11.0051)
C (-13.8247, -0.3942, -11.4963)
C (-13.7886, 1.0988, -11.0999)
C (-14.1961, 1.1750, -9.6265)
C (-13.2698, 0.2926, -8.7219)
C (-11.9906, 1.1119, -8.5877)
C (-13.9066, 0.2497, -7.3223)
N (-13.1450, -1.0462, -9.2585)
O (-12.5223, -1.9660, -8.3905)
H (-12.9709, -2.8890, -12.1247)
H (-12.8424, -3.4428, -10.4274)
H (-14.3777, -2.9372, -11.0735)
H (-10.8669, -1.7170, -10.2118)
H (-11.0606, -1.6724, -11.9172)
H (-11.0269, -0.1512, -10.9844)
H (-13.5430, -0.4708, -12.5490)
H (-14.8924, -0.6166, -11.4299)
H (-12.7754, 1.4236, -11.3493)
H (-14.5372, 1.6474, -11.6725)
H (-15.1067, 0.5607, -9.6317)
H (-14.4185, 2.1511, -9.2084)
H (-12.1513, 2.1212, -8.2000)
H (-11.4697, 1.2364, -9.5383)
H (-11.2653, 0.7082, -7.8730)
H (-13.2914, -0.2241, -6.5571)
H (-14.7864, -0.4078, -7.3306)
H (-14.3012, 1.2093, -6.9924)
H (-13.2478, -2.5545, -8.1551)
C (-17.9479, -7.3413, -12.3726)
C (-19.1442, -7.7892, -11.5080)
C (-18.6662, -8.6274, -10.3168)
C (-19.7854, -6.4723, -11.0582)
C (-21.1656, -6.6765, -10.3898)
C (-22.0191, -7.3578, -11.4444)
C (-21.4815, -8.6927, -12.0249)
C (-21.8015, -9.7877, -10.9580)
C (-22.2120, -8.9796, -13.3424)
N (-20.0621, -8.5952, -12.3288)
O (-19.4998, -9.7768, -12.8463)
H (-17.4567, -8.2645, -12.7003)
H (-18.3159, -6.8291, -13.2618)
H (-17.2450, -6.7262, -11.8167)
H (-18.4932, -9.6777, -10.5523)
H (-17.6782, -8.2816, -9.9879)
H (-19.3217, -8.5613, -9.4491)
H (-19.0651, -6.0053, -10.3732)
H (-19.8697, -5.6271, -11.7461)
H (-21.1085, -7.1338, -9.4041)
H (-21.6345, -5.6949, -10.2803)
H (-22.1653, -6.6595, -12.2720)
H (-23.0143, -7.5746, -11.0512)
H (-21.7491, -10.8053, -11.3515)
H (-22.8489, -9.6587, -10.6836)
H (-21.1044, -9.7035, -10.1288)
H (-22.1613, -8.0424, -13.8982)
H (-23.2020, -9.4008, -13.1810)
H (-21.6115, -9.6834, -13.9173)
H (-18.9310, -9.4462, -13.5515)
C (-11.0063, -8.3205, -17.6491)
C (-10.2978, -7.4414, -18.6372)
O (-9.9011, -8.2162, -19.7688)
H (-11.0545, -7.8783, -16.6459)
H (-10.4200, -9.2207, -17.4490)
H (-12.0316, -8.5385, -17.9409)
H (-9.3632, -6.9921, -18.2741)
H (-10.8793, -6.5599, -18.9087)
H (-9.3398, -8.9494, -19.5143)
C (-8.8565, -5.1230, -12.2842)
C (-8.0661, -4.1457, -13.1326)
O (-8.4387, -2.8110, -12.7202)
H (-9.9372, -4.9975, -12.3039)
H (-8.4345, -5.1348, -11.2764)
H (-8.7226, -6.1681, -12.5813)
H (-8.4908, -4.2095, -14.1394)
H (-6.9932, -4.3095, -13.1011)
H (-7.9429, -2.1951, -13.2674)
C (-16.9948, -4.1903, -16.7078)
C (-16.3587, -5.4833, -17.2175)
O (-17.0254, -6.5911, -16.5610)
H (-18.0168, -4.0252, -17.0465)
H (-16.3473, -3.4049, -17.1145)
H (-17.0891, -4.1922, -15.6213)
H (-15.2750, -5.4826, -17.1167)
H (-16.7342, -5.6487, -18.2318)
H (-16.4391, -6.9154, -15.8686)
C (-8.2396, -7.7128, -15.1625)
C (-6.9572, -7.0762, -15.6645)
O (-6.1707, -6.5062, -14.6218)
H (-8.8753, -8.0687, -15.9773)
H (-8.9425, -7.1223, -14.5734)
H (-7.9906, -8.6393, -14.6370)
H (-7.2464, -6.2812, -16.3614)
H (-6.3900, -7.8656, -16.1652)
H (-5.4041, -6.1497, -15.0812)

Here are the Löwdin charges for atoms 1 to 8, given in e: -0.031 -0.497 -0.037 -0.152 -0.188 -0.125 -0.489 -0.024


(6)
# C26H60BO22S8

A cluster of 11 separate species, C26H60BO22S8 in total (ωB97M-V/def2-TZVPD, the OMol25 dataset).

Results
Multiplicity: 2
LUMO (spin up / spin down): 3.280 / 3.278 eV
E: -160334.1006 eV
HOMO energy (spin up / spin down): 0.93 / -3.20 eV
Strongest force on any atom: 6.3 eV/Å
Net charge: -2

Cartesian coordinates (Å):
O (2.7116, -1.3497, 0.5072)
C (1.5006, -1.1478, 0.5013)
O (0.8574, -0.0400, 0.8205)
B (-0.5649, -0.3236, 0.7384)
O (-0.6721, -1.6928, 0.1803)
C (0.4968, -2.2267, 0.1371)
O (0.7970, -3.3649, -0.1818)
O (-1.1858, 0.7378, -0.0944)
C (-2.1025, 1.4130, 0.7143)
O (-2.7795, 2.3045, 0.3486)
C (-2.1419, 0.7430, 2.1290)
O (-1.2546, -0.2544, 2.1030)
O (-2.8624, 1.1131, 3.0812)
C (-0.3216, -0.7527, -3.3867)
S (-2.1101, -1.1339, -3.0470)
O (-2.9267, -0.2861, -3.9997)
C (-2.1304, -2.8153, -3.7672)
H (-0.1570, -0.2973, -4.3633)
H (0.3472, -1.6028, -3.2521)
H (-0.0101, 0.0799, -2.7560)
H (-3.1036, -3.2687, -3.5791)
H (-1.3755, -3.5208, -3.4200)
H (-1.9458, -2.7654, -4.8403)
C (-0.2930, 5.7483, 3.2207)
S (-1.3091, 5.2140, 4.6915)
O (-2.6942, 5.7212, 4.4012)
C (-1.1663, 3.4100, 4.5254)
H (-0.8522, 5.4614, 2.3301)
H (0.5801, 5.1071, 3.0995)
H (-0.0422, 6.8089, 3.2008)
H (-1.3426, 3.0363, 3.5168)
H (-1.9075, 2.9261, 5.1616)
H (-0.1900, 3.0721, 4.8729)
C (-7.0502, 3.8097, 2.8656)
S (-5.6144, 3.2659, 1.8031)
O (-5.6441, 4.0483, 0.5593)
C (-4.3549, 4.0988, 2.8110)
H (-6.8260, 4.8082, 3.2409)
H (-7.2177, 3.0786, 3.6564)
H (-8.0028, 4.0358, 2.3865)
H (-3.3637, 4.1624, 2.3622)
H (-4.1826, 3.5081, 3.7107)
H (-4.5809, 5.1271, 3.0931)
C (1.0911, 3.1265, -0.2042)
S (2.5059, 3.9849, 0.6257)
O (1.9466, 5.4150, 0.9178)
C (2.9827, 2.9112, 2.1202)
H (1.5192, 2.2049, -0.5984)
H (0.6710, 3.6941, -1.0346)
H (0.3766, 2.9112, 0.5903)
H (3.9182, 3.2012, 2.5987)
H (3.1538, 1.9202, 1.6998)
H (2.1719, 2.6970, 2.8165)
C (-1.9284, 3.0752, -2.7983)
S (-3.6515, 2.5535, -3.1612)
O (-4.5037, 3.7649, -2.7906)
C (-3.5742, 2.6773, -5.0766)
H (-1.3499, 2.3060, -3.3100)
H (-1.7093, 2.9105, -1.7433)
H (-1.6907, 4.1312, -2.9266)
H (-3.1368, 3.6267, -5.3854)
H (-4.5853, 2.6195, -5.4798)
H (-3.0043, 1.7972, -5.3745)
C (-3.3843, -2.2147, 4.5006)
S (-4.8917, -3.0333, 3.7918)
O (-5.9331, -2.9059, 4.8798)
C (-5.0864, -1.7380, 2.4498)
H (-3.0689, -2.7955, 5.3674)
H (-3.5751, -1.1594, 4.6954)
H (-2.6885, -2.1978, 3.6617)
H (-6.0120, -2.0565, 1.9703)
H (-4.2790, -1.7732, 1.7183)
H (-5.3825, -0.7049, 2.6318)
C (-5.5734, -0.0603, -0.1762)
S (-6.5696, 0.9689, -1.3024)
O (-6.0188, 2.4210, -1.3553)
C (-6.1680, 0.0665, -2.8115)
H (-5.8253, -1.1207, -0.1601)
H (-5.8798, 0.4105, 0.7579)
H (-4.5046, 0.0316, -0.3696)
H (-6.6760, -0.8923, -2.7078)
H (-5.1028, 0.0474, -3.0421)
H (-6.6522, 0.5972, -3.6313)
C (7.2476, 1.1681, -0.8153)
S (5.4838, 1.3368, -0.3913)
O (5.0465, 2.5668, -1.1821)
C (4.9384, 0.0384, -1.5833)
H (7.9119, 1.8541, -0.2898)
H (7.3042, 1.3972, -1.8795)
H (7.6693, 0.1844, -0.6088)
H (3.8734, -0.1113, -1.4063)
H (5.3923, -0.9038, -1.2762)
H (5.0608, 0.2195, -2.6512)
C (6.1531, -6.6145, -3.5303)
O (5.6083, -7.2663, -2.4520)
C (4.5855, -6.7699, -1.6707)
O (4.2257, -7.3585, -0.6514)
O (4.2505, -5.4524, -2.0729)
C (3.2132, -4.7296, -1.4075)
H (6.8568, -7.3332, -3.9503)
H (6.6609, -5.6885, -3.2606)
H (5.3591, -6.4961, -4.2677)
H (3.1782, -3.6638, -1.6330)
H (3.5055, -4.8377, -0.3630)
H (2.2251, -5.1365, -1.6226)
C (8.3797, -5.2025, -0.8021)
O (7.1153, -4.4780, -0.5200)
C (7.0149, -3.7497, 0.5750)
O (7.9111, -3.6712, 1.3757)
O (5.8401, -3.1239, 0.6595)
C (5.4006, -2.4364, 1.7851)
H (9.0332, -4.6654, -1.4895)
H (8.0857, -6.0836, -1.3725)
H (8.8967, -5.6457, 0.0489)
H (4.3557, -2.7112, 1.9289)
H (5.5550, -1.3862, 1.5376)
H (5.7189, -2.6647, 2.8022)

Here are the Löwdin charges for atoms 1 to 8, given in e: -0.028 -0.495 0.155 -0.900 0.158 -0.546 -0.005 0.154